An isolated molecule of C4H4N2, computed with ωB97M-V/def2-TZVPD.

As for the net charge: 0. Its HOMO energy is -0.3192 Eh. As for the energy above the lowest of the compared OMol25 structures with the same formula, charge and spin: 3.218 eV. The calculation puts the HOMO-LUMO gap at 9.56 eV.

Element x y z (Å)
C: -0.04047 1.50894 -0.03771
C: -1.08779 0.72984 -0.01546
C: 1.45488 -0.20324 0.03951
C: -1.53633 -0.46748 -0.09870
N: 1.17580 0.98353 0.23839
N: 1.75356 -1.33556 -0.27087
H: -0.11424 2.65086 -0.08597
H: -1.68145 -0.83378 -1.01959
H: -1.89453 -0.98392 0.84330
H: 1.97055 -2.04918 0.40709

---

A structure of composition C6H8, computed with ωB97M-V/def2-TZVPD.

As for the net charge: 0. Its HOMO energy is -0.3243 Eh. As for the energy above the lowest of the compared OMol25 structures with the same formula, charge and spin: 1.248 eV. The calculation puts the HOMO-LUMO gap at 10.00 eV.

Element x y z (Å)
C: -1.09861 0.57845 0.27063
C: -0.29437 0.11967 -0.98317
C: 0.91822 0.83835 -0.32168
C: 0.25993 0.26049 0.96561
C: 0.35913 -1.24256 0.68338
C: -0.00811 -1.33473 -0.59583
H: -1.96112 -0.02851 0.56127
H: -1.34939 1.64556 0.26632
H: -0.61717 0.33940 -2.00286
H: 0.85567 1.93114 -0.38256
H: 1.92162 0.48970 -0.58516
H: 0.50051 0.62963 1.96445
H: 0.63605 -2.01894 1.38703
H: -0.12234 -2.20765 -1.22744

---

A structure of composition C31H47DyNO3P2S, computed with ωB97M-V/def2-TZVPD.

As for the net charge: +1. Its HOMO energy (alpha / beta) is -0.3651 / -0.3651 Eh. As for the energy above the lowest of the compared OMol25 structures with the same formula, charge and spin: 0.000 eV. The calculation puts the HOMO-LUMO gap (alpha / beta) at 6.08 / 5.99 eV. Its multiplicity is 6.

Element x y z (Å)
Dy: 0.30283 1.75338 2.04463
C: 0.41360 3.98552 0.67224
C: -0.47868 3.36240 -0.25555
C: -1.61785 3.57129 1.74153
C: -0.30309 4.14241 1.91150
C: -1.73237 3.13875 0.39005
C: 1.71759 4.53161 0.24766
H: 1.60635 5.03379 -0.71986
H: 2.44377 3.72242 0.09588
H: 2.14376 5.23769 0.96055
C: 0.09716 4.88846 3.12998
H: 1.00800 5.47799 2.94535
H: 0.30125 4.24729 4.00917
H: -0.72006 5.56589 3.43846
C: -2.67867 3.59551 2.76746
H: -2.75727 4.58144 3.24127
H: -2.49785 2.86532 3.56754
H: -3.65500 3.37819 2.33347
C: -2.95253 2.73998 -0.33482
H: -3.50887 3.59929 -0.75927
H: -3.65105 2.18358 0.29829
H: -2.70048 2.09804 -1.19164
C: -0.26044 3.22175 -1.71204
H: -0.84791 3.96291 -2.30226
H: -0.55381 2.21409 -2.06860
H: 0.80559 3.36590 -1.96863
C: 1.87402 -0.66383 -1.53429
C: 2.01955 0.32341 -2.43353
C: 1.26291 0.54401 -3.69982
C: 0.02597 -0.32316 -3.97489
C: -1.21929 0.01693 -3.21468
C: -1.61214 -0.45799 -2.02809
C: -0.67048 -0.87801 -0.89311
C: 0.67999 -1.53183 -1.29573
H: 1.98001 0.33196 -4.51156
H: 0.31438 -1.38840 -3.91420
H: 1.02951 1.61330 -3.81431
H: 0.51763 -2.20825 -2.13960
H: 2.67040 -0.73947 -0.77922
H: 2.96484 0.87630 -2.42876
H: 0.98605 -2.15894 -0.44359
H: -0.44981 0.03282 -0.27150
H: -2.57049 -0.10177 -1.60442
H: -1.20099 -1.61133 -0.23073
H: -0.19900 -0.16009 -5.04234
H: -1.90431 0.70314 -3.75195
P: -1.10553 -4.18085 -1.00119
P: -4.15141 -4.11541 -0.13918
C: -2.06221 -5.79685 -1.03413
C: -3.32085 -5.79396 -0.18529
H: -1.37811 -6.58155 -0.68464
H: -2.30522 -6.02898 -2.08073
H: -4.02851 -6.53855 -0.57988
H: -3.09256 -6.06171 0.85638
C: -5.67007 -4.80982 0.66211
H: -6.45466 -4.04996 0.66182
H: -5.43227 -5.06528 1.69864
H: -6.03041 -5.70828 0.14534
C: -4.79152 -4.20227 -1.87956
H: -5.16127 -5.20257 -2.13478
H: -4.01220 -3.91221 -2.58708
H: -5.61405 -3.48661 -1.97055
C: 0.15539 -4.78470 0.20204
H: 0.80732 -3.96309 0.51468
H: 0.75009 -5.58470 -0.25580
H: -0.37326 -5.17094 1.08317
C: -0.27857 -4.60204 -2.61464
H: -1.03700 -4.97266 -3.31640
H: 0.47767 -5.38025 -2.45068
H: 0.19215 -3.73315 -3.08331
O: 3.58228 1.64164 -0.08730
C: 3.61212 1.70887 1.14796
N: 2.47250 2.04392 1.86425
S: 2.73338 2.55871 3.43555
O: 2.85280 3.99855 3.54446
O: 1.44921 1.96611 3.99461
C: 4.34164 1.90404 3.39255
C: 5.30046 2.13607 4.38304
C: 6.64231 1.85547 4.05432
C: 7.03024 1.46379 2.75088
C: 6.05165 1.34349 1.74179
C: 4.70584 1.54812 2.09703
H: 4.98278 2.51720 5.34811
H: 7.40840 1.99031 4.82575
H: 8.08322 1.26828 2.50722
H: 6.24550 1.09808 0.69738

---

A structure of composition C3H8N3, computed with ωB97M-V/def2-TZVPD.

As for the net charge: +1. Its HOMO energy (alpha / beta) is -0.5461 / -0.5670 Eh. As for the energy above the lowest of the compared OMol25 structures with the same formula, charge and spin: 9.821 eV. The calculation puts the HOMO-LUMO gap (alpha / beta) at 6.93 / 10.96 eV.

Element x y z (Å)
C: -0.29094 -0.89566 -0.94389
C: 0.98654 -0.02910 -0.66526
C: -1.03141 -0.50785 0.34097
N: 0.07767 -0.47259 1.29941
N: -0.83875 0.99023 0.27728
N: 0.49317 0.63501 0.55406
H: -0.64066 -0.60836 -1.88772
H: -0.10296 -1.86852 -0.93433
H: 1.87358 -0.43606 -0.31403
H: 1.40240 0.62491 -1.42167
H: -2.06485 -0.89056 0.40468
H: -0.19600 -0.55809 2.26288
H: -0.95937 1.55210 -0.57893
H: 1.29158 2.46454 1.60656

---

A cluster of 2 separate species, CH5OPS in total, computed with ωB97M-V/def2-TZVPD.

As for the net charge: 0. Its HOMO energy (alpha / beta) is -0.3373 / -0.3055 Eh. As for the energy above the lowest of the compared OMol25 structures with the same formula, charge and spin: 3.814 eV. The calculation puts the HOMO-LUMO gap (alpha / beta) at 7.57 / 7.97 eV.

Element x y z (Å)
C: -0.48498 -0.43738 -1.27587
O: -0.72964 0.20942 1.26295
P: 0.50438 -0.25551 0.28772
S: 1.40400 -1.81584 1.14834
H: 0.09200 -0.98006 -1.95079
H: -1.49050 -0.60122 -0.97446
H: -0.57607 0.63890 -1.49159
H: -0.51073 0.58911 2.21974
H: 1.79154 2.65257 0.77395

---

A cluster of 2 separate species, C3H10N3Si in total, computed with ωB97M-V/def2-TZVPD.

As for the net charge: +1. Its HOMO energy is -0.5385 Eh. As for the energy above the lowest of the compared OMol25 structures with the same formula, charge and spin: 2.160 eV. The calculation puts the HOMO-LUMO gap at 9.90 eV.

Element x y z (Å)
C: -0.57932 -1.84309 0.03572
C: -1.85775 1.06238 0.88177
C: 0.16432 0.92000 -1.68073
N: 3.20532 -1.34900 0.28425
N: 2.68183 -0.42331 0.62247
N: 1.84645 0.39806 0.92671
Si: -0.69541 0.05279 -0.23957
H: -1.04948 -2.24130 -0.86972
H: 0.49203 -2.31753 0.10493
H: -1.17377 -2.30290 0.91001
H: -2.73855 0.54045 1.00903
H: -1.38738 1.01444 1.86432
H: -2.02456 2.04381 0.64706
H: 0.69855 1.75431 -1.30119
H: 1.00446 0.20893 -2.03755
H: -0.62911 1.19106 -2.35554
H: 2.04236 1.29090 1.19804

---

An isolated molecule of C3H8BrClSi, computed with ωB97M-V/def2-TZVPD.

As for the net charge: 0. Its HOMO energy (alpha / beta) is -0.1619 / -0.3878 Eh. As for the energy above the lowest of the compared OMol25 structures with the same formula, charge and spin: 3.411 eV. The calculation puts the HOMO-LUMO gap (alpha / beta) at 5.02 / 6.28 eV. Its multiplicity is 3.

Element x y z (Å)
C: -0.28422 0.62874 1.31891
C: -0.36881 0.53170 -1.19030
C: -0.22482 -0.26793 0.09455
Si: 1.30596 -1.40766 0.02487
Cl: -1.62940 -1.43253 0.17986
Br: 3.10971 -0.15052 0.26559
H: -0.32457 0.03728 2.23432
H: 0.59950 1.26735 1.35558
H: -1.16918 1.26415 1.28642
H: -0.36349 -0.12389 -2.05898
H: -1.30219 1.09397 -1.19667
H: 0.45759 1.23717 -1.27777
H: 1.34895 -2.50060 1.38190
H: 1.42294 -2.10334 -1.24008